{
  "formula": "C31H56GeN3PdSi4Te",
  "method": "wB97M-V/def2-TZVPD",
  "e_above_lowest_kcal_mol": 3.4,
  "homo_energy_ev": -3.314,
  "charge": -1,
  "gap_ev": 5.7,
  "symbols": ["Pd", "C", "N", "C", "C", "C", "C", "C", "N", "C", "C", "C", "C", "C", "C", "H", "H", "H", "H", "H", "H", "H", "H", "H", "H", "H", "C", "C", "C", "C", "N", "C", "C", "H", "H", "H", "H", "H", "H", "H", "C", "Si", "C", "C", "Si", "Te", "Si", "C", "C", "C", "Si", "C", "C", "C", "H", "H", "H", "H", "H", "H", "H", "H", "H", "H", "H", "H", "H", "H", "H", "H", "H", "H", "H", "H", "H", "H", "H", "H", "H", "H", "H", "C", "Ge", "C", "C", "C", "H", "H", "H", "H", "H", "H", "H", "H", "H", "H", "H"],
  "coordinates": [[-0.2453, 2.3881, 0.2583], [2.9327, 2.0377, 0.7368], [1.7932, 2.7863, 0.2150], [2.0807, 3.8451, -0.4747], [1.0609, 4.5546, -1.1550], [1.0382, 5.7514, -1.8847], [-0.2729, 5.8980, -2.3332], [-0.9847, 4.7834, -1.8584], [-0.1861, 3.9788, -1.1514], [3.8533, 1.4537, -0.3201], [5.1557, 1.1117, 0.0342], [6.0142, 0.5320, -0.8880], [5.5789, 0.2917, -2.1840], [4.2834, 0.6325, -2.5440], [3.4229, 1.2099, -1.6195], [2.5568, 1.2174, 1.3501], [3.5209, 2.6812, 1.4015], [3.1206, 4.1628, -0.5643], [1.8735, 6.4114, -2.0634], [-0.6687, 6.6948, -2.9442], [-2.0198, 4.5256, -2.0340], [5.4999, 1.3030, 1.0456], [7.0236, 0.2695, -0.5949], [6.2438, -0.1648, -2.9070], [3.9271, 0.4349, -3.5473], [2.4039, 1.4394, -1.9012], [-6.5821, 2.4310, 0.7788], [-5.0866, 2.4157, 0.6484], [-4.3338, 3.5804, 0.6943], [-2.9566, 3.5142, 0.5870], [-2.2956, 2.3641, 0.4354], [-3.0144, 1.2338, 0.3744], [-4.3902, 1.2232, 0.4813], [-6.9720, 3.4476, 0.7514], [-6.8862, 1.9760, 1.7234], [-7.0467, 1.8583, -0.0246], [-4.8108, 4.5451, 0.8115], [-2.3444, 4.4052, 0.6163], [-2.4456, 0.3291, 0.1911], [-4.9136, 0.2773, 0.4146], [3.3613, -2.8619, -1.0854], [1.8422, -3.2955, -2.1200], [2.0771, -2.5276, -3.8257], [1.7986, -5.1764, -2.3661], [-0.0901, -2.4347, -1.1106], [-0.2518, -0.0466, -1.6957], [-1.9788, -3.4376, -2.0752], [-1.8323, -3.3653, -3.9566], [-3.5207, -2.4634, -1.5755], [-2.2871, -5.2523, -1.6129], [-0.0788, -3.0968, 1.1381], [-1.7285, -2.7261, 1.9893], [0.1770, -4.9739, 1.2400], [1.2881, -2.3471, 2.2034], [4.2836, -3.0934, -1.6269], [3.3791, -3.4113, -0.1406], [3.3682, -1.7917, -0.8607], [3.0259, -2.8522, -4.2646], [2.0776, -1.4395, -3.7367], [1.2687, -2.8018, -4.5071], [2.7410, -5.5314, -2.7949], [0.9963, -5.4497, -3.0569], [1.6300, -5.7142, -1.4310], [-1.5473, -2.3581, -4.2683], [-2.7824, -3.6231, -4.4341], [-1.0742, -4.0661, -4.3167], [-3.3754, -1.4148, -1.8465], [-3.6980, -2.5195, -0.4984], [-4.4113, -2.8395, -2.0884], [-1.3992, -5.8661, -1.7837], [-3.1012, -5.6631, -2.2183], [-2.5703, -5.3561, -0.5623], [-2.5378, -3.3084, 1.5417], [-1.9877, -1.6667, 1.9086], [-1.6784, -2.9804, 3.0524], [-0.5270, -5.5272, 0.6158], [0.0597, -5.3160, 2.2732], [1.1884, -5.2372, 0.9191], [1.1075, -1.2909, 2.4056], [2.2677, -2.4422, 1.7303], [1.3225, -2.8701, 3.1648], [1.2572, 3.6643, 3.6009], [-0.1089, 2.2468, 3.5710], [-1.8417, 3.1224, 3.9390], [0.2589, 1.0593, 5.1120], [-0.1333, 1.2239, 1.9256], [1.2689, 4.1547, 4.5769], [1.0467, 4.4091, 2.8322], [2.2523, 3.2551, 3.4160], [-1.9165, 3.3743, 4.9989], [-2.6785, 2.4691, 3.6820], [-1.9408, 4.0440, 3.3627], [0.2192, 1.6073, 6.0560], [1.2495, 0.6097, 5.0180], [-0.4722, 0.2493, 5.1528], [-0.9605, 0.5066, 1.9965], [0.7696, 0.6090, 1.8811]],
  "lowdin_charge": [0.71, -0.17, -0.09, -0.10, -0.34, -0.08, -0.12, -0.19, -0.06, -0.21, -0.06, -0.10, -0.11, -0.08, -0.06, 0.10, 0.11, 0.14, 0.09, 0.07, 0.09, 0.11, 0.09, 0.09, 0.10, 0.04, -0.05, -0.27, -0.02, -0.13, -0.06, -0.15, -0.01, 0.07, 0.08, 0.08, 0.11, 0.11, 0.02, 0.12, -0.22, 0.31, -0.23, -0.22, -0.09, 0.34, 0.31, -0.23, -0.24, -0.23, 0.34, -0.22, -0.22, -0.20, 0.03, 0.01, 0.02, 0.02, -0.01, 0.02, 0.02, 0.01, 0.01, 0.02, 0.02, 0.01, 0.00, 0.01, 0.02, 0.01, 0.02, 0.01, 0.01, 0.00, 0.03, 0.00, 0.02, 0.01, -0.01, 0.01, 0.03, -0.23, 0.73, -0.23, -0.23, -0.44, 0.01, 0.01, 0.00, 0.01, 0.01, 0.00, 0.00, 0.01, 0.01, -0.03, -0.05]
}

{
  "formula": "C31H57ClNO23PS",
  "method": "wB97M-V/def2-TZVPD",
  "smiles": "[H]/N=C/C[C@]1(O)C(=O)O[C@@H](CCCCOC(C)=O)[C@]1(CCCCS(=O)(=O)Cl)[PH2]=O.COC(=O)OC.COC(=O)OC.COC(=O)OC.COC(=O)OC.COC(=O)OC",
  "homo_energy_ev": -9.971,
  "gap_ev": 10.0,
  "symbols": ["H", "N", "C", "C", "C", "O", "C", "O", "O", "C", "C", "C", "C", "C", "O", "C", "C", "O", "C", "C", "C", "C", "C", "S", "O", "O", "Cl", "P", "O", "H", "H", "H", "H", "H", "H", "H", "H", "H", "H", "H", "H", "H", "H", "H", "H", "H", "H", "H", "H", "H", "H", "H", "H", "H", "H", "C", "O", "C", "O", "O", "C", "H", "H", "H", "H", "H", "H", "C", "O", "C", "O", "O", "C", "H", "H", "H", "H", "H", "H", "C", "O", "C", "O", "O", "C", "H", "H", "H", "H", "H", "H", "C", "O", "C", "O", "O", "C", "H", "H", "H", "H", "H", "H", "C", "O", "C", "O", "O", "C", "H", "H", "H", "H", "H", "H"],
  "coordinates": [[1.7901, -4.0954, -0.9931], [1.3854, -3.3713, -0.4089], [1.3632, -3.7128, 0.8052], [0.8584, -2.7491, 1.8224], [-0.6835, -2.6566, 1.9348], [-1.2039, -3.9299, 2.1624], [-1.2277, -2.1545, 0.5825], [-1.6167, -2.8128, -0.3648], [-1.2485, -0.7994, 0.6344], [-0.8886, -0.3598, 1.9298], [-1.3946, 1.0241, 2.2399], [-0.6008, 2.0533, 1.4373], [0.7595, 2.4484, 2.0427], [1.9171, 1.8357, 1.3079], [3.1733, 2.2482, 1.8706], [3.8851, 1.2297, 2.4298], [4.4861, 0.2353, 1.4656], [4.0491, 1.1414, 3.6306], [-1.1808, -1.5415, 2.8555], [-2.6627, -1.9327, 3.1373], [-3.6099, -0.8534, 3.6669], [-4.6444, -0.4017, 2.6425], [-5.4381, -1.6154, 2.1082], [-7.1620, -1.2095, 2.0002], [-7.7882, -1.5977, 3.2144], [-7.2985, 0.1434, 1.5875], [-7.8248, -2.3906, 0.4816], [-0.3546, -1.3971, 4.4629], [0.8926, -0.6100, 4.4121], [1.7596, -4.6735, 1.1259], [1.2263, -3.0167, 2.8093], [1.3164, -1.7967, 1.5942], [-0.8236, -4.2938, 2.9624], [0.1885, -0.2473, 2.0019], [-2.4208, 1.1514, 1.9231], [-1.3268, 1.2320, 3.2989], [-0.4482, 1.6933, 0.4262], [-1.1974, 2.9498, 1.3380], [0.8703, 3.5217, 1.9655], [0.7674, 2.2222, 3.1019], [1.8841, 2.1746, 0.2788], [1.8782, 0.7512, 1.2780], [5.3529, -0.2233, 1.9056], [3.7452, -0.5385, 1.2926], [4.7008, 0.7314, 0.5291], [-2.6140, -2.7229, 3.8792], [-3.0808, -2.4136, 2.2660], [-3.1100, 0.0143, 4.0740], [-4.1701, -1.2861, 4.4884], [-5.2976, 0.3074, 3.1211], [-4.1515, 0.0569, 1.7980], [-5.0298, -1.8933, 1.1479], [-5.2891, -2.4555, 2.7718], [-1.2968, -0.8217, 5.3348], [-0.2030, -2.7276, 4.9179], [2.1551, 0.2326, -2.2702], [2.6907, 1.2832, -1.4531], [3.9799, 1.5317, -1.6568], [4.6902, 0.9629, -2.4390], [4.3466, 2.5177, -0.8376], [5.7208, 2.8928, -0.9562], [1.1100, 0.1291, -1.9936], [2.2228, 0.4875, -3.3262], [2.6696, -0.7048, -2.0717], [5.9321, 3.2572, -1.9601], [6.3705, 2.0540, -0.7139], [5.8839, 3.6924, -0.2397], [-5.9859, 4.0533, -1.7435], [-5.4227, 5.3639, -1.6491], [-4.2723, 5.4166, -0.9860], [-3.7027, 4.4832, -0.4870], [-3.8598, 6.6817, -0.9693], [-2.6240, 6.8860, -0.2840], [-6.9107, 4.1559, -2.3027], [-5.3135, 3.3842, -2.2766], [-6.2040, 3.6562, -0.7543], [-1.8222, 6.3266, -0.7622], [-2.7116, 6.5967, 0.7614], [-2.4092, 7.9484, -0.3469], [-7.0800, -5.4280, 2.9558], [-5.8345, -4.8872, 2.5078], [-5.2313, -5.6089, 1.5583], [-5.6447, -6.6295, 1.0814], [-4.1068, -4.9835, 1.2317], [-3.3327, -5.6049, 0.1970], [-7.4554, -4.7487, 3.7154], [-7.7924, -5.4808, 2.1353], [-6.9355, -6.4148, 3.3908], [-3.9029, -5.6569, -0.7282], [-3.0034, -6.5988, 0.4943], [-2.4677, -4.9663, 0.0489], [2.3981, 4.5778, -2.5438], [2.0061, 5.1626, -3.7873], [2.8769, 4.9598, -4.7712], [3.9116, 4.3540, -4.6825], [2.4062, 5.5427, -5.8710], [3.2498, 5.4008, -7.0149], [1.6187, 4.8073, -1.8232], [2.4832, 3.5000, -2.6360], [3.3374, 5.0046, -2.1978], [3.3737, 4.3512, -7.2734], [4.2201, 5.8596, -6.8363], [2.7516, 5.9167, -7.8302], [6.6360, -0.6677, -4.2093], [7.3442, -1.8998, -4.4066], [6.7366, -2.9688, -3.9097], [5.6824, -2.9857, -3.3317], [7.5003, -4.0334, -4.1624], [6.9643, -5.2643, -3.6804], [7.2404, 0.1133, -4.6613], [5.6663, -0.6998, -4.6997], [6.5106, -0.4573, -3.1529], [6.0060, -5.4772, -4.1503], [6.8529, -5.2381, -2.5981], [7.6774, -6.0375, -3.9503]],
  "lowdin_charge": [0.06, 0.14, -0.21, -0.09, -0.42, 0.04, -0.37, 0.14, 0.11, -0.29, -0.11, -0.15, -0.14, -0.18, -0.01, -0.50, 0.05, 0.12, -0.40, -0.14, -0.18, -0.20, -0.28, 0.31, -0.32, -0.33, 0.41, 0.78, -0.39, 0.12, 0.11, 0.11, 0.11, 0.11, 0.11, 0.12, 0.12, 0.11, 0.12, 0.12, 0.11, 0.11, 0.09, 0.08, 0.06, 0.11, 0.11, 0.09, 0.12, 0.11, 0.10, 0.10, 0.09, 0.04, 0.04, 0.00, -0.05, -0.65, 0.14, -0.04, -0.02, 0.09, 0.10, 0.10, 0.10, 0.10, 0.10, -0.04, 0.01, -0.63, 0.12, 0.01, -0.04, 0.09, 0.10, 0.10, 0.09, 0.10, 0.09, -0.04, -0.03, -0.63, 0.14, -0.01, -0.02, 0.09, 0.10, 0.10, 0.10, 0.10, 0.06, -0.02, 0.02, -0.63, 0.12, 0.01, -0.04, 0.10, 0.08, 0.10, 0.10, 0.10, 0.09, -0.04, 0.01, -0.63, 0.12, 0.00, -0.05, 0.10, 0.10, 0.08, 0.10, 0.10, 0.09]
}

{
  "formula": "C31H57N2O2P2Tc",
  "method": "wB97M-V/def2-TZVPD",
  "s_squared": 3.820,
  "spin_multiplicity": 4,
  "homo_energy_ev": [-16.939, -18.278],
  "charge": 3,
  "gap_ev": [6.5, 6.0],
  "symbols": ["C", "C", "C", "C", "C", "H", "H", "H", "N", "P", "P", "C", "H", "H", "C", "O", "C", "H", "C", "C", "C", "C", "C", "H", "H", "H", "C", "H", "H", "H", "C", "H", "H", "H", "C", "H", "H", "H", "C", "H", "H", "H", "C", "H", "H", "H", "C", "H", "H", "H", "C", "H", "H", "H", "C", "H", "H", "H", "C", "H", "H", "H", "C", "H", "H", "H", "C", "H", "H", "H", "Tc", "N", "C", "C", "C", "C", "C", "H", "H", "H", "H", "H", "H", "H", "H", "H", "C", "C", "O", "H", "H", "H", "H", "H", "H"],
  "coordinates": [[2.2472, -1.2907, -0.8618], [1.5293, 0.7115, -1.8991], [3.2552, -1.3854, -1.8252], [2.2523, 0.4119, -3.0746], [3.2540, -0.5498, -2.9515], [3.9596, -2.1992, -1.6625], [2.2212, 1.1811, -3.8402], [4.0699, -0.6548, -3.6868], [1.3739, -0.2814, -0.9549], [0.2935, -2.4005, 0.8722], [0.0713, 2.2056, -0.0544], [2.0171, -2.3418, 0.2278], [2.2807, -3.3148, -0.2172], [2.7328, -2.1279, 1.0413], [-1.6027, -0.2758, 1.8408], [-2.2671, -0.3608, 2.8063], [0.9806, 2.0037, -1.6186], [0.4823, 2.4344, -2.4976], [-1.6874, 3.1612, -0.0988], [1.4831, 3.4139, 0.3387], [-0.5762, -3.6204, -0.3213], [0.5542, -3.2980, 2.5357], [-2.8490, 2.3187, 0.4509], [-2.7366, 2.0711, 1.5130], [-3.7817, 2.9008, 0.3639], [-2.9790, 1.3948, -0.1174], [-1.6425, 4.4219, 0.7686], [-1.4034, 4.2012, 1.8157], [-0.9598, 5.1876, 0.3936], [-2.6442, 4.8757, 0.7688], [-1.9894, 3.5079, -1.5546], [-2.9280, 4.0854, -1.6081], [-1.1962, 4.1123, -2.0149], [-2.1563, 2.6069, -2.1568], [1.3156, 3.9981, 1.7325], [0.9616, 3.2330, 2.4400], [2.3093, 4.3382, 2.0470], [0.6558, 4.8694, 1.7461], [2.7782, 2.5802, 0.3204], [2.6917, 1.7111, 0.9897], [3.0409, 2.2295, -0.6826], [3.6045, 3.2133, 0.6604], [1.4848, 4.5022, -0.7648], [1.3421, 4.0971, -1.7802], [0.7206, 5.2755, -0.6083], [2.4765, 4.9718, -0.7676], [-0.8285, -3.6712, 3.0903], [-0.6909, -4.0798, 4.1023], [-1.4805, -2.7902, 3.1709], [-1.3352, -4.4441, 2.5003], [1.2204, -2.3144, 3.5040], [2.2335, -2.0416, 3.1788], [0.6204, -1.4080, 3.6403], [1.3185, -2.8023, 4.4859], [1.4636, -4.5423, 2.4800], [2.4107, -4.3467, 1.9588], [1.7088, -4.8152, 3.5190], [0.9809, -5.4189, 2.0375], [-0.1568, -3.2674, -1.7476], [0.8919, -3.5218, -1.9464], [-0.7793, -3.8320, -2.4567], [-0.3181, -2.2042, -1.9386], [-2.0828, -3.3982, -0.1467], [-2.3794, -2.4019, -0.4977], [-2.5868, -4.1645, -0.7516], [-2.3983, -3.5379, 0.8945], [-0.2398, -5.0963, -0.0845], [0.8399, -5.2948, -0.1500], [-0.6463, -5.4778, 0.8603], [-0.7260, -5.6668, -0.8922], [-0.3247, -0.1112, 0.4487], [-1.4344, -0.2397, -1.0720], [-2.2164, -0.5788, -1.9454], [-2.4032, -0.0499, -3.4152], [-1.6007, 1.1032, -4.1005], [-1.8784, -1.2948, -4.1479], [-3.8868, 0.3541, -3.4314], [-1.7885, 2.1405, -3.7984], [-0.5088, 0.9829, -4.1878], [-1.9307, 1.1158, -5.1531], [-2.1419, -2.2513, -3.6708], [-2.2079, -1.2882, -5.1838], [-0.7664, -1.2760, -4.1551], [-4.1579, 0.7808, -4.4068], [-4.5264, -0.5009, -3.1855], [-4.1668, 1.1214, -2.6743], [2.0344, 1.8535, 4.7130], [0.8840, 1.2276, 3.9652], [1.3107, 0.6661, 2.6885], [2.7652, 1.0993, 5.0301], [1.6601, 2.3471, 5.6129], [2.5398, 2.6081, 4.0983], [0.4010, 0.4274, 4.5412], [0.1066, 1.9570, 3.7127], [2.1581, 0.2181, 2.8527]],
  "mulliken_spin": [0.06, 0.06, 0.11, 0.22, -0.03, 0.00, -0.01, 0.00, 0.02, -0.10, -0.09, -0.02, -0.01, 0.00, -0.16, 0.12, 0.50, 0.01, 0.05, 0.05, 0.05, 0.01, 0.00, -0.01, 0.00, 0.00, 0.01, 0.00, 0.00, 0.00, 0.02, 0.00, 0.00, 0.01, 0.01, 0.00, 0.00, 0.00, 0.02, 0.01, -0.02, 0.00, 0.04, -0.03, 0.00, 0.00, 0.00, 0.00, 0.00, 0.00, 0.00, 0.00, 0.00, 0.00, 0.00, 0.00, 0.00, 0.00, -0.01, 0.00, 0.00, 0.02, 0.02, 0.03, 0.00, 0.00, 0.02, 0.00, 0.00, 0.00, 1.87, -0.24, 0.28, 0.04, 0.02, 0.02, 0.02, 0.00, 0.00, 0.00, 0.00, 0.00, 0.00, 0.00, 0.00, 0.00, 0.00, 0.01, -0.03, 0.00, 0.00, 0.00, 0.00, 0.00, 0.00]
}